The following is a DFT calculation (ωB97M-V/def2-TZVPD) of a 13-piece molecular cluster, C58H174N31O17P9 overall in a non-equilibrium geometry.

Last column: Löwdin charge in e.
Positions of all 289 atoms, in Å:
O: 2.836 -0.761 4.206  -0.314
P: 2.016 -0.319 5.395  0.527
N: 0.913 0.937 5.131  -0.325
C: 1.454 1.978 4.221  -0.066
C: -0.352 1.106 5.667  -0.170
N: 3.068 0.475 6.413  -0.294
C: 4.444 0.101 6.692  -0.125
C: 2.320 1.021 7.627  -0.064
N: 1.197 -1.512 6.244  -0.283
C: 0.246 -2.297 5.373  -0.134
C: 2.118 -2.486 6.903  -0.111
H: 1.601 1.584 3.205  0.048
H: 2.424 2.340 4.579  0.075
H: 0.709 2.777 4.236  0.069
H: -0.420 0.332 6.533  0.115
H: -1.216 0.963 5.010  0.072
H: -0.465 2.101 6.008  0.066
H: 4.476 -0.277 7.693  0.057
H: 4.780 -0.695 5.998  0.086
H: 5.115 1.011 6.603  0.096
H: 3.002 1.623 8.194  0.074
H: 1.446 1.562 7.312  0.051
H: 1.956 0.161 8.234  0.082
H: -0.581 -1.644 4.864  0.096
H: 0.769 -2.845 4.568  0.081
H: -0.222 -3.061 6.066  0.095
H: 2.766 -1.932 7.625  0.074
H: 2.834 -3.014 6.284  0.080
H: 1.594 -3.265 7.465  0.084
O: 1.453 -6.498 -0.924  -0.281
P: 0.122 -7.113 -1.043  0.393
N: -0.340 -7.777 0.332  -0.317
C: 0.268 -7.360 1.544  -0.125
C: -1.448 -8.765 0.414  -0.063
N: 0.112 -8.210 -2.318  -0.284
C: 1.275 -9.084 -2.402  -0.114
C: -0.995 -8.614 -3.158  -0.125
N: -0.992 -6.073 -1.492  -0.262
C: -0.648 -5.161 -2.684  -0.053
C: -2.109 -5.508 -0.668  -0.056
H: 1.128 -6.757 1.241  0.066
H: 0.663 -8.220 2.196  0.107
H: -0.447 -6.777 2.193  0.082
H: -1.390 -9.453 -0.455  0.076
H: -2.472 -8.300 0.334  0.087
H: -1.304 -9.341 1.311  0.073
H: 1.974 -8.919 -3.175  0.043
H: 1.917 -8.942 -1.523  0.091
H: 0.977 -10.076 -2.718  0.077
H: -1.919 -8.062 -2.976  0.076
H: -0.748 -8.462 -4.238  0.091
H: -1.196 -9.665 -2.989  0.067
H: 0.358 -5.472 -2.922  0.044
H: -1.442 -5.242 -3.439  0.094
H: -0.439 -4.176 -2.295  0.044
H: -1.789 -4.486 -0.379  0.059
H: -2.183 -6.199 0.227  0.073
H: -3.011 -5.450 -1.173  0.047
O: 4.511 -3.458 -4.203  -0.292
P: 3.785 -4.259 -5.243  0.515
N: 2.453 -3.495 -5.842  -0.276
C: 1.364 -3.122 -4.857  -0.068
C: 2.497 -2.600 -7.001  -0.098
N: 3.151 -5.567 -4.543  -0.285
C: 3.581 -6.167 -3.315  -0.089
C: 2.326 -6.468 -5.318  -0.089
N: 4.671 -4.566 -6.613  -0.318
C: 6.055 -4.850 -6.436  -0.115
C: 4.066 -4.900 -7.819  -0.174
H: 1.379 -3.756 -3.939  0.061
H: 0.378 -3.166 -5.306  0.073
H: 1.453 -2.048 -4.496  0.071
H: 1.643 -2.844 -7.593  0.082
H: 3.485 -2.693 -7.426  0.073
H: 2.482 -1.614 -6.635  0.045
H: 4.393 -6.861 -3.554  0.095
H: 4.016 -5.407 -2.677  0.067
H: 2.837 -6.676 -2.755  0.033
H: 1.796 -7.113 -4.644  0.059
H: 1.685 -5.913 -6.001  0.079
H: 2.898 -7.100 -5.963  0.070
H: 6.549 -4.234 -5.682  0.058
H: 6.288 -5.915 -6.176  0.108
H: 6.630 -4.476 -7.276  0.083
H: 4.507 -4.360 -8.725  0.116
H: 3.016 -4.763 -7.835  0.047
H: 4.180 -6.028 -7.999  0.110
O: -3.811 1.736 9.231  -0.265
P: -4.914 1.758 8.285  0.508
N: -6.329 2.310 8.992  -0.287
C: -7.648 2.465 8.358  -0.115
C: -6.391 2.464 10.474  -0.102
N: -5.261 0.363 7.347  -0.272
C: -4.060 -0.167 6.648  -0.121
C: -5.938 -0.794 8.004  -0.097
N: -4.687 2.794 7.016  -0.349
C: -3.868 3.918 7.275  -0.135
C: -5.503 2.888 5.891  -0.160
H: -7.759 2.526 7.291  0.048
H: -8.134 3.440 8.844  0.120
H: -8.372 1.728 8.711  0.065
H: -7.243 1.921 10.960  0.092
H: -6.486 3.493 10.720  0.059
H: -5.404 2.173 10.871  0.071
H: -3.750 0.602 5.935  0.066
H: -3.234 -0.527 7.236  0.078
H: -4.447 -0.987 6.034  0.062
H: -5.241 -1.524 8.440  0.092
H: -6.598 -0.486 8.738  0.038
H: -6.569 -1.270 7.272  0.078
H: -4.334 4.734 7.939  0.108
H: -2.985 3.642 7.835  0.065
H: -3.574 4.400 6.315  0.088
H: -4.875 2.681 4.880  0.112
H: -5.733 3.944 5.812  0.075
H: -6.364 2.219 5.896  0.063
O: 1.827 4.706 2.317  -0.296
P: 1.127 5.881 1.749  0.545
N: 1.546 6.120 0.169  -0.305
C: 1.799 4.808 -0.429  -0.129
C: 2.161 7.259 -0.486  -0.091
N: 1.522 7.317 2.520  -0.316
C: 2.524 7.216 3.566  -0.121
C: 0.930 8.602 2.289  -0.121
N: -0.563 5.698 1.696  -0.300
C: -1.246 5.849 0.469  -0.134
C: -1.323 5.114 2.756  -0.096
H: 2.850 4.550 -0.440  0.057
H: 1.574 4.742 -1.514  0.090
H: 1.354 3.954 0.140  0.076
H: 1.657 8.199 -0.264  0.065
H: 2.133 7.088 -1.570  0.082
H: 3.254 7.377 -0.299  0.092
H: 2.163 7.806 4.418  0.076
H: 2.855 6.207 3.848  0.070
H: 3.515 7.682 3.311  0.089
H: 1.697 9.359 2.044  0.090
H: 0.141 8.526 1.542  0.076
H: 0.533 8.903 3.279  0.087
H: -1.942 4.995 0.363  0.055
H: -1.733 6.830 0.549  0.097
H: -0.626 5.759 -0.398  0.058
H: -1.829 5.846 3.376  0.077
H: -0.594 4.576 3.413  0.075
H: -2.007 4.408 2.292  0.075
O: -4.046 -0.678 -8.903  -0.302
P: -3.729 -0.276 -7.494  0.539
N: -2.087 -0.282 -7.327  -0.320
C: -1.344 -1.025 -8.345  -0.104
C: -1.344 -0.060 -6.113  -0.122
N: -4.475 -1.230 -6.343  -0.288
C: -4.402 -0.910 -4.925  -0.120
C: -5.183 -2.414 -6.791  -0.101
N: -4.005 1.317 -7.040  -0.298
C: -3.175 2.361 -7.637  -0.107
C: -5.346 1.714 -6.711  -0.129
H: -0.421 -0.531 -8.550  0.067
H: -2.001 -1.009 -9.195  0.055
H: -1.064 -2.063 -8.096  0.080
H: -1.523 -0.874 -5.405  0.057
H: -1.797 0.862 -5.679  0.083
H: -0.265 0.042 -6.258  0.084
H: -5.301 -0.494 -4.526  0.050
H: -4.201 -1.849 -4.328  0.101
H: -3.567 -0.210 -4.685  0.058
H: -4.857 -3.254 -6.180  0.076
H: -6.249 -2.364 -6.632  0.077
H: -4.956 -2.650 -7.819  0.071
H: -3.143 3.212 -6.981  0.051
H: -2.132 2.039 -7.912  0.093
H: -3.603 2.735 -8.629  0.107
H: -5.742 1.095 -5.915  0.043
H: -6.151 1.692 -7.473  0.088
H: -5.361 2.812 -6.319  0.110
O: -4.168 4.976 -1.479  -0.284
P: -4.607 3.699 -0.868  0.444
N: -5.837 2.851 -1.580  -0.297
C: -7.161 3.340 -1.639  -0.141
C: -5.588 2.047 -2.789  -0.085
N: -5.074 4.029 0.638  -0.277
C: -5.444 5.447 0.963  -0.077
C: -5.524 3.004 1.558  -0.088
N: -3.448 2.595 -0.855  -0.293
C: -3.625 1.249 -0.553  -0.149
C: -2.050 2.965 -1.251  -0.065
H: -7.416 4.024 -0.869  0.061
H: -7.932 2.509 -1.654  0.106
H: -7.361 3.919 -2.581  0.101
H: -5.948 2.599 -3.653  0.076
H: -6.245 1.173 -2.631  0.095
H: -4.552 1.776 -2.849  0.060
H: -6.522 5.614 1.176  0.087
H: -4.983 5.720 1.884  0.058
H: -5.124 6.125 0.201  0.058
H: -4.952 2.113 1.403  0.049
H: -5.397 3.308 2.590  0.064
H: -6.584 2.739 1.355  0.095
H: -2.987 0.936 0.289  0.089
H: -4.586 0.928 -0.236  0.075
H: -3.324 0.705 -1.463  0.078
H: -1.700 2.759 -2.293  0.068
H: -1.368 2.432 -0.520  0.099
H: -1.966 4.133 -1.242  0.060
O: 8.406 2.356 1.185  -0.316
P: 6.902 2.301 1.242  0.508
N: 6.410 1.832 2.705  -0.322
C: 4.979 1.793 2.997  -0.107
C: 7.297 1.659 3.856  -0.077
N: 6.306 1.338 0.055  -0.305
C: 4.925 1.327 -0.314  -0.115
C: 7.063 0.187 -0.271  -0.135
N: 6.134 3.793 0.979  -0.296
C: 5.705 4.657 2.032  -0.105
C: 6.187 4.362 -0.360  -0.105
H: 4.391 1.961 2.092  0.066
H: 4.704 2.540 3.708  0.055
H: 4.664 0.831 3.511  0.091
H: 8.312 1.975 3.481  0.091
H: 7.164 0.634 4.178  0.070
H: 6.794 2.304 4.652  0.091
H: 4.441 2.274 -0.128  0.063
H: 4.881 1.123 -1.399  0.072
H: 4.300 0.612 0.262  0.076
H: 8.049 0.339 0.180  0.070
H: 6.642 -0.777 0.176  0.107
H: 7.277 0.131 -1.359  0.089
H: 6.302 5.559 1.956  0.082
H: 4.597 4.887 1.877  0.099
H: 5.800 4.226 2.970  0.040
H: 5.258 4.452 -0.829  0.037
H: 6.801 3.802 -1.021  0.071
H: 6.607 5.415 -0.313  0.105
O: -0.615 -2.540 0.186  -0.329
P: 0.241 -1.403 -0.383  0.575
N: 1.861 -1.805 -0.426  -0.294
C: 2.332 -2.616 -1.569  -0.093
C: 2.476 -2.416 0.763  -0.099
N: 0.378 -0.148 0.700  -0.263
C: 1.467 0.738 0.693  -0.158
C: -0.458 -0.049 1.989  -0.042
N: -0.293 -0.982 -1.905  -0.274
C: -1.578 -1.473 -2.357  -0.110
C: 0.372 0.114 -2.584  -0.100
H: 3.430 -2.669 -1.513  0.091
H: 1.946 -2.176 -2.441  0.014
H: 1.863 -3.607 -1.407  0.088
H: 3.558 -2.357 0.640  0.077
H: 2.176 -3.513 0.833  0.104
H: 2.252 -1.965 1.751  0.071
H: 2.295 0.383 1.181  0.032
H: 1.795 0.999 -0.326  0.079
H: 1.165 1.609 1.253  0.067
H: -0.998 0.910 2.006  0.076
H: -1.310 -0.716 2.071  0.061
H: 0.253 -0.199 2.745  0.037
H: -2.271 -1.723 -1.570  0.074
H: -2.101 -0.784 -3.081  0.071
H: -1.379 -2.337 -2.937  0.045
H: -0.181 1.011 -2.622  0.053
H: 0.567 -0.209 -3.628  0.067
H: 1.374 0.229 -2.163  0.061
C: 7.418 -2.804 -2.268  0.064
N: 6.900 -4.281 -2.346  -0.439
O: 7.077 -4.830 -3.423  0.018
O: 6.339 -4.719 -1.409  0.085
H: 6.597 -2.205 -1.937  0.052
H: 7.792 -2.567 -3.310  0.116
H: 8.139 -2.804 -1.475  0.081
C: 4.278 -0.587 -4.487  0.045
N: 3.971 0.829 -4.073  -0.429
O: 2.851 1.270 -4.264  0.047
O: 4.918 1.444 -3.668  0.056
H: 3.920 -0.810 -5.496  0.083
H: 3.799 -1.277 -3.808  0.057
H: 5.342 -0.743 -4.316  0.095
C: -1.886 -3.869 3.424  0.086
N: -3.271 -3.349 3.985  -0.380
O: -3.267 -2.140 4.263  0.018
O: -4.207 -4.143 4.015  0.060
H: -1.198 -3.745 4.276  0.054
H: -1.590 -3.199 2.666  0.051
H: -2.091 -4.826 2.948  0.082
C: -1.982 5.450 -3.675  0.060
N: -2.919 5.577 -4.848  -0.470
O: -2.729 6.421 -5.656  0.088
O: -3.810 4.799 -4.867  0.060
H: -1.122 6.045 -3.956  0.102
H: -1.784 4.424 -3.520  0.058
H: -2.514 5.815 -2.865  0.048

Force components x, y, z for each atom (eV/Å):
-1.469 0.144 0.942
1.720 1.346 -1.518
2.763 -1.501 -1.966
-0.363 -0.477 0.274
-1.629 -2.267 1.979
-1.528 0.437 1.528
0.327 0.518 -1.015
0.724 -1.787 -0.842
-0.369 -1.569 -0.821
-1.041 0.559 0.247
0.675 1.121 1.192
-0.156 0.308 0.381
-0.246 0.073 0.019
0.378 0.091 -0.317
-0.429 1.569 -1.207
0.078 -0.410 -0.384
-0.146 1.180 0.959
0.460 -0.304 0.745
-0.140 0.597 0.269
-0.614 -1.067 0.102
0.207 0.420 0.334
-0.030 0.443 -0.058
0.322 0.584 -0.036
1.542 -1.019 1.206
0.011 0.277 0.277
0.210 0.906 -0.834
-0.654 -0.349 -0.368
-0.071 0.030 -0.873
-0.378 0.420 -0.101
0.926 -0.074 0.199
1.306 0.011 -2.223
-1.833 -2.311 0.994
0.528 -0.091 2.098
0.012 0.690 -1.471
0.450 0.089 0.405
-0.112 0.070 0.448
0.129 0.462 -0.647
-3.093 3.046 -1.738
0.106 -1.739 2.222
3.499 -0.822 1.823
-0.163 0.117 0.511
-0.624 0.923 -1.052
0.683 -0.325 -0.506
0.106 0.293 0.485
0.919 -0.331 0.520
-0.248 -0.161 0.389
0.666 1.282 -1.477
-0.514 -0.772 0.144
-0.283 -0.752 1.088
0.272 0.131 0.252
-0.105 -0.204 0.621
-0.181 -0.410 -0.146
0.064 -0.395 -1.151
0.585 0.220 0.007
-0.692 0.600 0.129
-0.353 -0.495 0.246
-0.245 1.139 -0.833
-1.774 -0.195 -1.226
0.180 -0.593 -0.746
0.507 2.012 1.588
-1.722 0.512 0.695
1.093 0.442 0.383
0.838 -1.072 1.578
-1.531 -1.027 -0.067
2.380 0.451 0.088
0.053 0.607 -0.576
-0.242 1.281 1.973
1.720 -0.202 0.439
0.934 -2.635 -3.043
0.177 0.327 -1.007
-0.165 -0.325 -0.368
0.280 -1.027 -0.531
-0.313 0.210 -1.079
-0.216 -0.095 -0.801
-0.612 1.618 0.219
0.068 -0.293 0.316
0.035 0.117 0.163
-1.051 -0.215 0.183
-0.662 -0.129 0.245
-0.438 0.020 0.268
0.749 -0.740 -0.459
-0.772 -0.164 0.594
-0.170 0.716 -0.530
-0.066 -0.616 -0.860
-0.419 -0.594 1.141
-0.879 0.328 0.142
0.056 1.258 -0.172
0.921 -0.067 0.840
-2.125 -0.497 -1.853
-0.668 -0.683 0.727
-1.197 2.100 2.484
0.486 -1.084 -0.607
0.656 -0.661 1.781
-1.588 0.554 -1.593
1.190 0.276 -1.251
1.125 -1.020 1.306
0.451 2.344 0.524
0.911 0.022 -3.339
0.658 0.081 -0.268
1.082 -1.575 -1.313
0.212 -0.556 -0.023
0.782 0.111 -0.563
-0.354 1.119 0.118
-0.632 -0.228 -0.013
0.389 -0.115 0.174
0.229 0.059 0.678
0.334 0.027 0.108
-0.045 0.242 -0.160
-1.208 0.899 1.752
0.020 -0.466 -0.498
0.110 -0.920 -0.979
0.351 -0.216 -0.099
-0.050 -0.309 0.624
-1.260 0.145 1.903
-0.970 0.193 -0.374
0.230 0.265 -0.068
-0.245 0.208 0.638
-0.510 0.798 0.271
-0.053 -1.003 -0.378
0.258 -0.887 -0.943
0.836 -0.182 -0.267
0.633 -2.245 -0.220
1.399 1.165 0.294
0.181 0.153 1.253
2.902 0.075 0.045
-1.649 0.101 -0.087
1.431 -0.721 0.866
0.683 0.148 0.367
-0.624 0.293 0.502
-0.080 0.985 -0.591
0.006 -0.131 0.035
-0.381 0.094 0.132
-0.572 -0.106 0.367
0.059 -0.402 0.243
-0.976 0.151 -0.162
-0.796 0.052 -0.282
-0.330 -0.261 -0.341
0.058 0.235 0.083
-0.356 0.326 -0.558
-0.258 0.910 0.233
-0.604 -0.288 -0.988
0.505 0.440 -0.354
-0.446 0.172 0.042
-0.755 0.171 -0.312
-0.320 -0.174 0.407
-0.308 0.156 1.503
0.076 0.528 -1.113
1.660 -1.138 -0.675
-0.631 -0.303 0.301
-1.448 0.745 0.749
0.309 1.069 -0.560
1.310 -1.202 0.477
0.303 -0.479 0.964
0.218 -0.664 -0.186
0.170 0.193 -2.173
-1.222 2.261 1.010
0.725 0.642 -0.268
0.248 -0.330 -0.670
-0.393 0.097 0.251
0.280 -0.146 0.230
0.777 -0.411 0.156
-0.229 0.161 -0.265
-0.845 0.373 0.185
-0.119 0.764 -0.614
-0.703 -0.440 -0.439
0.184 -0.253 0.068
-0.560 0.313 -0.158
-0.031 0.226 -0.280
0.069 0.358 0.418
-1.168 0.035 0.673
0.279 -0.463 1.137
0.050 -0.091 0.294
0.799 -0.105 -0.387
0.251 -1.866 -0.554
0.184 -0.098 -0.430
-0.563 1.614 -1.287
0.648 -0.538 -0.493
-2.070 0.022 -1.330
-1.076 -0.040 1.204
-0.997 1.801 1.572
-0.865 -1.167 0.422
-0.938 0.212 -0.621
2.525 1.209 -0.909
1.498 -2.253 -0.083
0.084 1.623 0.661
-0.049 0.443 1.070
0.872 0.662 0.205
0.280 -0.401 0.473
0.291 -0.002 -0.357
0.487 -0.077 -0.559
0.343 -0.176 -0.346
0.272 -0.496 -0.496
0.734 0.183 0.819
0.203 0.087 -0.502
0.378 -0.512 0.078
-0.034 0.190 0.193
0.340 0.127 0.388
0.306 -0.021 -0.254
-1.121 0.182 -0.243
-0.137 -0.643 0.509
-0.833 -0.718 0.583
-0.442 0.889 -0.817
-0.098 -2.517 0.429
-1.332 -0.313 0.074
2.228 2.281 -0.438
-1.093 -0.319 0.771
-0.005 -1.759 0.353
-1.081 1.454 -0.512
-0.594 0.729 0.159
-0.886 -0.562 -0.543
1.081 -1.382 0.175
0.490 -2.109 -0.874
-1.801 1.162 -2.142
1.434 1.717 1.420
0.014 -0.163 0.223
-0.140 0.960 0.562
0.355 0.721 -0.934
-0.920 -0.527 1.070
0.671 -0.361 0.263
1.364 -0.497 -0.510
0.124 0.528 -0.088
-0.320 -0.062 0.493
0.496 -0.172 -0.418
-0.051 -0.250 -0.046
0.287 1.015 -0.817
-0.555 -0.306 0.388
-0.062 0.528 0.353
1.189 0.081 0.362
0.377 -0.804 1.693
-1.908 0.073 -0.572
0.717 -0.630 -0.353
-0.253 -1.046 -0.005
0.583 1.922 -1.041
-0.782 -2.443 2.676
0.692 0.002 -0.950
-0.494 -0.489 1.947
-0.674 -0.761 0.890
-3.279 -1.124 0.817
-0.573 1.773 -1.341
-0.418 0.404 -2.875
0.584 0.523 1.583
-0.401 0.953 -1.280
1.012 -1.986 -1.247
-0.457 -0.098 -0.434
-0.046 0.427 -1.352
0.659 -0.086 -0.578
0.019 -0.081 -0.015
0.376 1.147 -0.120
-0.202 0.146 -0.735
2.242 -1.203 1.359
-0.244 0.187 0.423
-0.034 0.838 -0.225
0.825 0.263 0.223
0.441 -0.867 -0.390
0.564 0.050 1.575
0.013 -0.014 0.431
0.731 -0.151 0.933
-0.207 -1.208 -0.639
-0.626 1.202 0.254
-0.146 0.356 0.272
-0.259 0.323 0.051
-0.032 -1.529 -1.469
1.170 2.453 -2.590
0.110 -0.231 0.667
-0.939 -0.977 1.808
-0.638 0.290 -0.123
-0.371 -0.145 1.573
0.678 0.039 0.100
0.029 -0.267 0.531
-0.030 -1.123 -1.532
0.061 -0.086 0.327
0.354 0.959 0.663
0.246 0.434 0.282
-0.445 -0.025 0.201
-0.137 0.164 -0.479
-1.712 0.148 1.317
1.178 0.156 -1.230
-0.684 -1.985 -0.059
1.058 1.538 0.351
-0.398 -0.845 -0.567
0.210 1.042 -0.900
0.330 -0.195 0.694
0.660 0.808 -2.221
1.318 -0.602 1.871
0.604 1.897 -1.535
-2.158 -1.884 -0.188
0.219 -0.062 0.316
0.260 -0.937 -0.090
-0.974 0.798 1.692

Computed properties:
Electronic energy in a.u.: -8362.86052
E_HOMO in eV: -8.2
Net charge: 0